Record 1
The following is a DFT calculation (the ωB97M-V functional and the def2-TZVPD basis) of a 13-piece molecular cluster, C30H88B5F20N8O8 overall at a distorted geometry.

Positions of all 159 atoms, in Å:
1 C -4.08942 -1.31832 -6.72012
2 C -2.81012 -1.05027 -5.92947
3 O -2.21016 0.07561 -6.14608
4 N -2.33849 -2.07101 -4.86318
5 H -3.04379 -2.29568 -4.17604
6 H -2.12078 -2.93140 -5.34529
7 C -0.92204 -1.69227 -4.09004
8 H -4.14020 -0.72351 -7.63210
9 H -5.05598 -1.14700 -6.24629
10 H -4.00321 -2.37122 -6.98864
11 H -0.10414 -1.41779 -4.75622
12 H -0.62597 -2.37796 -3.29614
13 H -1.17256 -0.72411 -3.65645
14 C 0.86186 1.12916 -0.49579
15 C -0.52836 0.69115 -0.87855
16 O -0.83884 -0.40555 -1.28160
17 N -1.60763 1.70998 -0.66852
18 H -1.19812 2.37973 -0.03304
19 H -1.63432 2.16158 -1.57153
20 C -2.83831 1.00559 -0.06813
21 H 1.52538 0.26448 -0.50863
22 H 0.84221 1.21065 0.59098
23 H 1.28061 1.98033 -1.03269
24 H -3.31507 0.41353 -0.84932
25 H -3.49846 1.85911 0.08615
26 H -2.57686 0.38651 0.79007
27 C 6.67130 7.84111 -3.11393
28 C 5.70500 6.49695 -3.30935
29 C 4.49458 6.34002 -2.36036
30 O 4.03961 4.95624 -2.41810
31 C 3.05098 4.64533 -1.47707
32 N 5.26180 6.31243 -4.79367
33 H 4.25734 6.40063 -4.85193
34 H 5.76386 7.02188 -5.30819
35 H 5.46461 5.41432 -5.20884
36 H 7.48204 7.82284 -3.84227
37 H 7.16539 7.75007 -2.14663
38 H 6.09013 8.75899 -3.20239
39 H 6.45498 5.71006 -3.22927
40 H 3.61351 6.96774 -2.49376
41 H 4.87831 6.48223 -1.35010
42 H 2.97449 3.55860 -1.44143
43 H 2.12659 5.17810 -1.70011
44 H 3.33225 4.93316 -0.46408
45 C 2.04786 4.80512 3.10867
46 C 2.70516 3.66542 3.96393
47 C 1.82853 2.45087 3.97574
48 O 2.51061 1.40061 4.66472
49 C 1.99924 0.06662 4.52359
50 N 4.15873 3.43821 3.40879
51 H 4.07705 2.91023 2.55166
52 H 4.69632 4.23769 3.10557
53 H 4.83067 2.87848 3.91408
54 H 1.12638 5.17146 3.56118
55 H 1.91939 4.49651 2.07120
56 H 2.70287 5.67558 3.07170
57 H 2.78448 4.02623 4.98941
58 H 1.71654 2.11535 2.94471
59 H 0.93069 2.53632 4.58786
60 H 2.83833 -0.52452 4.89046
61 H 1.67704 -0.12006 3.49917
62 H 1.03455 0.13385 5.02653
63 C 7.67496 -1.42139 -0.72122
64 C 6.57704 -2.28945 -1.37336
65 C 5.69750 -3.16817 -0.34685
66 O 5.11236 -2.30074 0.65609
67 C 3.73643 -1.97607 0.79779
68 N 5.49386 -1.35155 -1.97155
69 H 4.68379 -1.88103 -2.26056
70 H 5.14289 -0.62442 -1.36476
71 H 5.88348 -0.96391 -2.81892
72 H 7.37936 -0.86625 0.16902
73 H 8.02114 -0.70757 -1.46869
74 H 8.55898 -2.01506 -0.48848
75 H 6.89785 -2.94625 -2.18194
76 H 6.38620 -3.90040 0.07461
77 H 4.92436 -3.71426 -0.88735
78 H 3.37455 -1.32386 0.00295
79 H 3.50344 -1.51226 1.75628
80 H 3.11890 -2.87426 0.79717
81 C -10.30502 -2.40654 2.16953
82 C -9.10402 -1.49713 2.04213
83 C -8.99720 -0.82234 0.73842
84 O -8.04826 0.22503 0.58039
85 C -6.67982 -0.13320 0.26549
86 N -9.11652 -0.47684 3.22268
87 H -8.37115 0.18418 3.05665
88 H -9.96443 0.07021 3.17897
89 H -9.21611 -1.05251 4.04655
90 H -10.37139 -2.76153 3.19796
91 H -10.23520 -3.19750 1.42280
92 H -11.23481 -1.84536 2.07645
93 H -8.13834 -1.96878 2.22411
94 H -9.98089 -0.36892 0.61647
95 H -8.89945 -1.47555 -0.12868
96 H -6.00028 0.70067 0.44155
97 H -6.52769 -0.43205 -0.77164
98 H -6.30630 -0.92766 0.91157
99 C 3.05452 -6.82969 1.17458
100 C 1.93735 -5.89525 1.62360
101 C 1.03281 -5.51248 0.37248
102 O 0.20489 -4.48515 0.65919
103 C 0.11763 -3.43795 -0.37596
104 N 0.97126 -6.57434 2.69081
105 H 0.10229 -6.08129 2.83879
106 H 0.70645 -7.53096 2.50411
107 H 1.39542 -6.43958 3.59747
108 H 3.68535 -7.23053 1.96797
109 H 3.57150 -6.16809 0.47952
110 H 2.74950 -7.75346 0.68294
111 H 2.31677 -5.04143 2.18497
112 H 0.47621 -6.36274 -0.02168
113 H 1.68608 -5.24659 -0.45857
114 H 0.94582 -2.73209 -0.31328
115 H -0.73258 -2.78844 -0.16767
116 H -0.14622 -3.79228 -1.37243
117 C -1.25532 -1.67078 3.56255
118 C -2.82566 -2.08920 3.23178
119 C -2.99742 -2.94600 2.02372
120 O -4.35311 -3.36873 2.12240
121 C -4.78663 -4.12104 1.01915
122 N -3.28581 -2.91406 4.48878
123 H -3.44191 -2.29064 5.26793
124 H -4.14393 -3.40581 4.28407
125 H -2.78391 -3.68032 4.91427
126 H -0.67223 -2.54076 3.26049
127 H -0.94742 -1.41444 4.57626
128 H -0.91618 -0.79700 3.00614
129 H -3.53529 -1.26188 3.23921
130 H -2.29595 -3.77938 2.06261
131 H -2.81880 -2.30852 1.15780
132 H -4.19921 -5.02831 0.87809
133 H -4.77424 -3.53853 0.09794
134 H -5.84395 -4.33450 1.17602
135 B 2.60297 -2.72829 -3.19445
136 F 3.29179 -3.67910 -2.50355
137 F 1.68136 -3.36483 -3.97183
138 F 2.11209 -1.84219 -2.22109
139 F 3.61793 -2.22266 -3.98699
140 B 4.62551 1.50036 0.77560
141 F 4.99514 2.77899 0.35127
142 F 3.41708 1.74788 1.27931
143 F 4.64002 0.61958 -0.31083
144 F 5.49586 1.08320 1.72595
145 B -5.74525 4.14103 -1.32274
146 F -4.96309 4.97672 -0.53693
147 F -4.97731 3.10643 -1.82618
148 F -6.77894 3.59412 -0.51161
149 F -6.21603 4.83014 -2.41805
150 B -0.48420 3.59429 -3.48930
151 F -0.38917 4.57398 -2.60148
152 F 0.72772 2.94669 -3.33203
153 F -1.57225 2.72971 -3.17562
154 F -0.62012 4.20757 -4.74202
155 B -1.29630 3.21518 2.13465
156 F -1.33730 1.94804 2.48817
157 F -1.14898 3.99776 3.28557
158 F -0.30636 3.51866 1.25909
159 F -2.48891 3.44574 1.36665

For the largest force on an atom, the calculation gives 8.2 eV Å⁻¹. As for the LUMO energy: -7.32 eV. Its electronic energy is -4357.2766 hartree. The net charge is +3. The value obtained for the HOMO-LUMO gap is 5.59 eV. The energy relative to the best compared isomer or geometry (same formula, charge and spin) is 172.2 kcal/mol. The molecular weight comes out at 1123.102 g/mol.

=====

Record 2
The following is a DFT calculation (the ωB97M-V functional and the def2-TZVPD basis) of a 15-piece molecular cluster, C30H90O15S15 overall at a distorted geometry.

Positions of all 150 atoms, in Å:
1 C 9.78717 3.73101 0.98385
2 S 9.09796 5.42162 0.95672
3 O 8.97865 6.05126 -0.42120
4 C 7.32725 4.94069 1.42674
5 H 10.66145 3.86148 0.34612
6 H 9.12150 3.00569 0.51601
7 H 9.94589 3.47827 2.03220
8 H 6.66905 5.80915 1.45205
9 H 7.34517 4.65515 2.47853
10 H 6.94784 4.14568 0.78478
11 C -7.74077 3.88634 2.16590
12 S -6.52445 2.49348 1.89414
13 O -7.17752 1.25926 2.47793
14 C -6.97318 2.47283 0.09248
15 H -8.66265 3.73300 1.60490
16 H -7.34825 4.83663 1.80399
17 H -8.08793 3.78875 3.19452
18 H -7.83022 1.82516 -0.09220
19 H -6.11375 2.08979 -0.45776
20 H -7.22894 3.42964 -0.36271
21 C 0.49954 -8.42666 3.73310
22 S 1.73686 -7.04572 3.74245
23 O 1.05181 -5.84429 3.15865
24 C 1.57289 -6.89457 5.56393
25 H -0.44440 -8.34626 4.27218
26 H 1.05498 -9.32028 4.01777
27 H 0.23209 -8.58962 2.68906
28 H 2.42785 -6.40088 6.02591
29 H 1.62332 -7.81211 6.15017
30 H 0.68336 -6.39440 5.94690
31 C -4.03779 -4.66599 4.07212
32 S -4.14348 -5.63931 5.59957
33 O -5.08335 -4.84039 6.54454
34 C -5.35333 -6.94662 5.07478
35 H -5.01665 -4.33555 3.72463
36 H -3.61395 -5.26374 3.26518
37 H -3.42883 -3.76211 4.08858
38 H -5.49223 -6.93162 3.99377
39 H -6.32094 -6.86611 5.57012
40 H -4.91595 -7.92737 5.26166
41 C 6.82103 -3.71386 -1.83274
42 S 6.20404 -5.29213 -2.61033
43 O 5.02858 -4.97690 -3.53703
44 C 7.69213 -5.49478 -3.65681
45 H 6.09363 -3.37288 -1.09604
46 H 6.98191 -2.95417 -2.59765
47 H 7.66260 -3.96229 -1.18610
48 H 7.71556 -6.53883 -3.96908
49 H 8.57336 -5.31816 -3.04010
50 H 7.73332 -4.86800 -4.54762
51 C -7.91138 -3.98727 -1.21009
52 S -8.74626 -5.59318 -1.04427
53 O -8.70174 -5.97652 0.42267
54 C -10.49877 -5.13343 -1.46953
55 H -6.84333 -4.18361 -1.30405
56 H -8.16789 -3.26775 -0.43253
57 H -8.19006 -3.54152 -2.16495
58 H -10.37722 -4.88407 -2.52364
59 H -10.82685 -4.23074 -0.95415
60 H -11.17060 -5.95965 -1.23691
61 C -2.27831 -7.99824 -3.73241
62 S -2.50228 -6.82521 -5.13349
63 O -3.49302 -5.84664 -4.52778
64 C -0.94503 -5.95000 -5.00455
65 H -2.21921 -8.96007 -4.24181
66 H -3.02246 -7.92621 -2.93921
67 H -1.24071 -7.97019 -3.39968
68 H -0.80299 -5.19034 -5.77319
69 H -0.14210 -6.61994 -5.31211
70 H -0.78630 -5.56282 -3.99807
71 C -3.58868 6.51173 -1.50936
72 S -4.83342 7.98789 -1.51478
73 O -6.15488 7.45725 -0.95423
74 C -4.19297 8.92670 -0.06968
75 H -2.54829 6.79591 -1.66730
76 H -3.77709 5.69593 -2.20728
77 H -3.41415 6.10130 -0.51478
78 H -3.12195 8.72583 -0.04351
79 H -4.47060 8.44475 0.86774
80 H -4.55434 9.95282 -0.00195
81 C 3.80965 7.48409 -3.30503
82 S 3.93439 8.98107 -4.41194
83 O 3.02932 10.03221 -3.76800
84 C 5.67894 9.46211 -4.02338
85 H 2.91018 6.95458 -3.61914
86 H 3.74262 7.70873 -2.24054
87 H 4.63919 6.83355 -3.58210
88 H 5.93304 9.69498 -2.98930
89 H 5.91778 10.25165 -4.73590
90 H 6.27579 8.64853 -4.43563
91 C 0.72633 1.48344 5.98108
92 S -0.04584 -0.00584 6.68987
93 O 0.33923 -0.18822 8.14171
94 C -1.74149 0.48716 6.69102
95 H 0.71632 2.28817 6.71622
96 H 0.32806 1.86535 5.04107
97 H 1.76617 1.20014 5.81808
98 H -2.41689 -0.31257 6.99494
99 H -1.89577 0.47012 5.61213
100 H -1.95746 1.44290 7.16856
101 C 4.11825 -0.73675 -6.51427
102 S 4.37352 1.03853 -6.81316
103 O 3.40811 1.76656 -5.84399
104 C 6.17501 1.14398 -6.20906
105 H 5.00126 -1.28984 -6.83441
106 H 3.17066 -1.07616 -6.93259
107 H 4.02320 -0.83257 -5.43266
108 H 6.44804 2.19864 -6.17379
109 H 7.00054 0.75060 -6.80224
110 H 6.24467 0.78398 -5.18259
111 C -4.22043 -1.14304 -7.87167
112 S -6.02149 -1.13019 -7.33752
113 O -6.52461 0.26856 -7.77816
114 C -6.75636 -2.27303 -8.56564
115 H -3.62917 -0.39614 -7.34189
116 H -4.09246 -0.92577 -8.93210
117 H -3.70666 -2.04777 -7.54671
118 H -6.32419 -3.25662 -8.38158
119 H -6.39476 -2.15261 -9.58684
120 H -7.83641 -2.33961 -8.43461
121 C 5.82566 -2.28521 4.82389
122 S 7.27103 -1.33966 4.23859
123 O 6.80153 0.08017 4.19741
124 C 8.19036 -1.39824 5.83074
125 H 5.36812 -1.69945 5.62116
126 H 6.03247 -3.31325 5.12131
127 H 5.30301 -2.23860 3.86851
128 H 8.81356 -2.27370 6.01315
129 H 7.59023 -1.11104 6.69414
130 H 8.88629 -0.55974 5.80459
131 C -1.33794 6.33442 4.34268
132 S 0.39934 6.93331 4.33550
133 O 0.37334 7.86296 3.14463
134 C 0.06384 8.09356 5.68705
135 H -1.64911 5.85727 5.27198
136 H -1.45573 5.67974 3.47919
137 H -1.99659 7.13542 4.00698
138 H -0.95372 8.44578 5.51789
139 H 0.73499 8.94848 5.60477
140 H 0.03670 7.62794 6.67222
141 C -0.52354 -0.78984 -1.21473
142 S -0.32367 0.98944 -0.79772
143 O -0.98369 1.16860 0.61849
144 C 1.52695 1.20767 -0.51858
145 H -0.79748 -0.81557 -2.26944
146 H -1.39563 -1.06128 -0.61985
147 H 0.28805 -1.49132 -1.02147
148 H 2.02676 0.93923 -1.44931
149 H 1.87985 0.53555 0.26360
150 H 1.65002 2.24248 -0.19903

For the largest force on an atom, the calculation gives 3.6 eV Å⁻¹. As for the LUMO energy: -0.24 eV. Its electronic energy is -8297.6833 hartree. The net charge is 0. The value obtained for the HOMO-LUMO gap is 8.38 eV. The energy relative to the best compared isomer or geometry (same formula, charge and spin) is 162.2 kcal/mol. The molecular weight comes out at 1172.040 g/mol.